# C6H12N

A cluster of 2 separate species, C6H12N in total in a non-equilibrium geometry (ωB97M-V/def2-TZVPD, the Open Molecules 2025 dataset).

Last column: natural (NBO) charge in e.
Cartesian coordinates (Å):
C1 -0.734454 -1.125059 -0.641658  -0.21
C2 0.442334 -1.290956 0.340616  -0.03
C3 1.409194 -0.145568 -1.095099  0.21
C4 -2.241983 1.063536 2.279924  -0.92
C5 2.035205 0.834142 -2.009440  -0.70
C6 1.727345 -1.273860 -0.449296  -0.21
N1 0.061742 0.021403 -0.345866  -0.38
H1 -0.685016 -1.772532 -1.557896  0.27
H2 -1.716062 -1.128376 -0.190657  0.25
H3 -2.143843 -0.021297 2.429968  0.21
H4 -1.497188 1.630704 2.747774  0.24
H5 -2.702551 1.146196 1.306641  0.22
H6 3.164785 0.788014 -2.186700  0.29
H7 1.754319 1.762093 -1.554299  0.24
H8 1.556124 0.955834 -3.060528  0.27
H9 2.613128 -1.937477 -0.369845  0.28
H10 -3.176099 1.210744 2.845348  0.26
H11 0.332968 -1.517885 1.365400  0.26
H12 -0.199947 0.800345 0.145613  0.45

Atoms 1-2, force components in eV/Å:
C -0.54 -3.12 0.77
C -0.70 0.22 -2.27

Electronic energy   -7896.0388 eV
Total charge   +1
Energy above the lowest of the compared OMol25 structures with the same formula, charge and spin   92.77 kcal per mole
HOMO level   -14.26 eV